[1]
ORCA calculation (ωB97M-V/def2-TZVPD) on a cluster of 2 separate species, CH4NO in total in a non-equilibrium geometry.

```
7
Properties=species:S:1:pos:R:3:forces:R:3
C -0.873046 0.016224 0.006185 -3.5 0.1 2.6
N 1.386971 -0.007348 0.338758 2.5 -0.2 -2.6
H -0.977176 -1.087372 0.328292 0.4 1.8 -0.5
H 2.703560 -0.072027 -0.363490 -4.2 0.5 1.9
H -1.678737 0.225654 -0.811123 2.2 -0.1 1.2
O 0.494021 0.191728 -0.478791 2.0 -0.4 0.0
H -1.055592 0.733138 0.980167 0.7 -1.8 -2.6
```
Forces are in eV/Å.

Output
Energy: -169.981723 hartree
ΔE to the lowest compared entry with this formula, charge and spin: 140.1 kcal/mol
Net charge: +1
Multiplicity: 1
Highest occupied orbital energy: -17.9897 eV
F_max: 0.090 hartree/bohr


[2]
ORCA calculation (ωB97M-V/def2-TZVPD) on a cluster of 2 separate species, CH4NO2 in total in a non-equilibrium geometry.

```
8
Properties=species:S:1:pos:R:3:forces:R:3
H 2.178995 0.717027 1.629359 -0.5 -0.3 -0.2
O 1.880471 1.624587 1.676986 -2.9 1.0 -0.6
O -2.654805 -0.125620 -0.311042 4.0 -1.9 -0.8
C -1.773135 -1.048367 -0.448583 -2.8 0.4 0.5
H 0.133088 -0.182518 -0.999962 -0.9 -0.4 -0.5
H -0.046632 -1.791046 -1.635224 -1.8 2.4 1.6
H 0.863758 1.678491 1.424526 3.3 -0.7 0.7
N -0.581743 -0.872553 -1.336058 1.5 -0.5 -0.7
```
Forces are in eV/Å.

Output
Energy: -245.682021 hartree
ΔE to the lowest compared entry with this formula, charge and spin: 72.5 kcal/mol
Net charge: -1
Multiplicity: 1
Highest occupied orbital energy: -1.3578 eV
F_max: 0.087 hartree/bohr


[3]
ORCA calculation (ωB97M-V/def2-TZVPD) on a cluster of 2 separate species, CH4NO2 in total in a non-equilibrium geometry.

```
8
Properties=species:S:1:pos:R:3:forces:R:3
H -1.968328 1.316996 -0.868894 0.7 0.2 -0.1
C 0.715709 -0.038072 0.388082 -0.3 0.3 -0.9
H -2.915593 0.325092 -0.339602 0.0 0.2 -0.7
H 2.636103 -0.075633 -0.299022 0.4 0.3 0.4
O -2.804688 0.920034 -1.109530 -0.5 -0.5 0.9
H 2.468071 -1.065776 1.095658 -0.1 -0.2 0.0
N 2.037632 -0.628892 0.284136 -0.4 -0.2 -0.1
O -0.168903 -0.753746 0.849170 0.3 -0.1 0.7
```
Forces are in eV/Å.

Output
Energy: -245.717697 hartree
ΔE to the lowest compared entry with this formula, charge and spin: 50.1 kcal/mol
Net charge: -1
Multiplicity: 1
Highest occupied orbital energy: -1.4410 eV
F_max: 0.022 hartree/bohr


[4]
ORCA calculation (ωB97M-V/def2-TZVPD) on the ion CH4NO2 with charge -1 in a non-equilibrium geometry.

```
8
Properties=species:S:1:pos:R:3:forces:R:3
O 1.546100 -0.528023 -0.043629 -1.5 -0.1 -0.3
H 0.613049 -1.109947 -0.064063 1.4 -0.5 0.5
O -0.791642 -1.169941 0.136409 -0.3 0.0 1.5
H 0.702148 0.904256 1.037864 0.8 -0.2 -0.8
H -1.380147 0.920749 0.280464 -0.2 -0.3 0.6
N 0.787676 0.691770 0.009448 -1.4 0.1 2.0
H -0.733540 0.159532 -1.218367 -0.9 1.0 -1.1
C -0.743643 0.131604 -0.138126 2.2 -0.1 -2.4
```
Forces are in eV/Å.

Output
Energy: -245.660938 hartree
ΔE to the lowest compared entry with this formula, charge and spin: 85.8 kcal/mol
SMILES string: [O-]CNO
Net charge: -1
Multiplicity: 1
Highest occupied orbital energy: -3.1151 eV
F_max: 0.063 hartree/bohr


Question: Which value of multiplicity does entry 1 give?
Answer: 1


Repeat the first record exactly.
ORCA calculation (ωB97M-V/def2-TZVPD) on a cluster of 2 separate species, CH4NO in total in a non-equilibrium geometry.

```
7
Properties=species:S:1:pos:R:3:forces:R:3
C -0.873046 0.016224 0.006185 -3.5 0.1 2.6
N 1.386971 -0.007348 0.338758 2.5 -0.2 -2.6
H -0.977176 -1.087372 0.328292 0.4 1.8 -0.5
H 2.703560 -0.072027 -0.363490 -4.2 0.5 1.9
H -1.678737 0.225654 -0.811123 2.2 -0.1 1.2
O 0.494021 0.191728 -0.478791 2.0 -0.4 0.0
H -1.055592 0.733138 0.980167 0.7 -1.8 -2.6
```
Forces are in eV/Å.

Output
Energy: -169.981723 hartree
ΔE to the lowest compared entry with this formula, charge and spin: 140.1 kcal/mol
Net charge: +1
Multiplicity: 1
Highest occupied orbital energy: -17.9897 eV
F_max: 0.090 hartree/bohr


Question: The highest energy belongs to which entry?
Answer: CH4NO


Question: Which value of net charge does entry 4 give?
Answer: -1